Here is a molecular structure, C41H57AsGeN5S2W from the Open Molecules 2025 dataset. Energies are from wB97M-V/def2-TZVPD.

Structure (XYZ):
```
108
Properties=species:S:1:pos:R:3:lowdin_charge:R:1
W -0.5394 -0.9703 0.2890 0.935
C -3.2557 -2.6756 1.6354 -0.151
C -2.0878 -2.4166 2.5749 -0.201
N -0.7764 -2.5539 1.8905 -0.163
C 0.3671 -2.5267 2.8514 -0.162
C 1.5052 -1.6116 2.3993 -0.194
N 1.5858 -1.5034 0.9222 -0.169
C 2.3583 -2.6122 0.3071 -0.195
C 1.5839 -3.8959 0.0363 -0.161
C 0.6890 -3.8702 -1.1997 -0.186
N -0.3575 -2.8145 -1.1986 -0.151
C -1.7108 -3.3470 -1.4751 -0.196
C -2.7379 -2.2339 -1.5449 -0.178
N -2.6683 -1.2799 -0.4013 -0.176
C -3.6430 -1.5504 0.6862 -0.185
H -4.1295 -2.8682 2.2617 0.124
H -3.0818 -3.5984 1.0693 0.104
H -2.1455 -3.1258 3.4079 0.127
H -2.1359 -1.4070 2.9764 0.092
H -0.7864 -3.4670 1.4441 0.095
H 0.7328 -3.5426 3.0121 0.117
H -0.0037 -2.1683 3.8116 0.121
H 2.4477 -1.9826 2.8162 0.123
H 1.3276 -0.6062 2.7610 0.075
H 2.0717 -0.6413 0.7040 0.109
H 3.2067 -2.8409 0.9576 0.121
H 2.7524 -2.2489 -0.6382 0.054
H 1.0253 -4.2085 0.9207 0.091
H 2.3218 -4.6826 -0.1420 0.126
H 0.2014 -4.8418 -1.2870 0.120
H 1.3171 -3.7448 -2.0836 0.106
H -0.1161 -2.1443 -1.9339 0.060
H -1.9560 -4.0604 -0.6881 0.105
H -1.7321 -3.8978 -2.4207 0.131
H -3.7384 -2.6663 -1.6268 0.129
H -2.5539 -1.6622 -2.4557 0.060
H -2.8865 -0.3653 -0.7775 0.073
H -4.6171 -1.7912 0.2451 0.122
H -3.7386 -0.6280 1.2510 0.094
C 3.1717 -2.3546 -4.2627 -0.331
As 2.6758 -0.8826 -3.0672 1.091
C 2.1787 0.3640 -4.4850 -0.333
C 4.4664 -0.1186 -2.6496 -0.340
C 5.4898 -0.2324 -3.7442 -0.324
C 5.6616 0.7926 -4.6720 -0.066
C 6.5565 0.6581 -5.7269 -0.079
C 7.2956 -0.5069 -5.8715 -0.089
C 7.1475 -1.5300 -4.9423 -0.080
C 6.2579 -1.3886 -3.8871 -0.076
H 3.8237 -2.0142 -5.0675 0.026
H 2.2503 -2.7469 -4.6968 0.017
H 3.6728 -3.1596 -3.7237 0.018
H 2.9695 0.4288 -5.2340 0.021
H 1.9926 1.3494 -4.0571 0.015
H 1.2601 0.0154 -4.9567 0.001
H 4.8214 -0.6129 -1.7447 0.059
H 4.2648 0.9260 -2.4089 0.069
H 5.0995 1.7131 -4.5592 0.110
H 6.6794 1.4690 -6.4338 0.104
H 7.9848 -0.6165 -6.6988 0.103
H 7.7271 -2.4394 -5.0400 0.104
H 6.1593 -2.1845 -3.1563 0.110
C -0.8280 0.3863 1.4585 -0.437
Ge -1.3384 1.8174 2.6347 0.875
C -2.7180 1.1355 3.8450 -0.281
C -2.4053 0.7631 5.1555 -0.100
C -3.3751 0.2327 6.0019 -0.080
C -4.6773 0.0644 5.5523 -0.088
C -5.0082 0.4273 4.2526 -0.086
C -4.0370 0.9589 3.4128 -0.144
C -2.0012 3.2885 1.5335 -0.285
C -1.1263 3.8022 0.5648 -0.150
C -1.5015 4.8653 -0.2496 -0.099
C -2.7686 5.4276 -0.1173 -0.096
C -3.6426 4.9364 0.8421 -0.081
C -3.2581 3.8796 1.6673 -0.093
C 0.1463 2.5137 3.6834 -0.274
C 0.9501 1.6640 4.4497 -0.134
C 1.9710 2.1648 5.2481 -0.084
C 2.2091 3.5331 5.2892 -0.087
C 1.4295 4.3912 4.5275 -0.079
C 0.4060 3.8849 3.7327 -0.097
H -1.3968 0.8996 5.5300 0.087
H -3.1148 -0.0384 7.0179 0.104
H -5.4341 -0.3386 6.2134 0.104
H -6.0258 0.3097 3.8995 0.103
H -4.3185 1.2473 2.4050 0.087
H -0.1337 3.3721 0.4606 0.100
H -0.8028 5.2662 -0.9758 0.106
H -3.0626 6.2599 -0.7451 0.103
H -4.6198 5.3874 0.9635 0.104
H -3.9427 3.5328 2.4323 0.091
H 0.7760 0.5933 4.4325 0.080
H 2.5784 1.4909 5.8402 0.103
H 2.9995 3.9279 5.9152 0.104
H 1.6150 5.4580 4.5546 0.105
H -0.1953 4.5692 3.1448 0.094
S -0.0535 0.7141 -1.5891 0.563
C -1.5179 0.9160 -2.3680 -1.066
N -2.4059 1.8371 -2.0539 -0.028
C -3.3086 2.3181 -3.1036 -0.199
C -2.6960 1.8896 -4.4258 -0.393
S -1.8118 0.3483 -4.0129 0.939
H -2.1232 2.4674 -1.3007 0.114
H -3.4148 3.3965 -3.0113 0.128
H -4.2969 1.8726 -2.9873 0.122
H -1.9714 2.6040 -4.8124 0.087
H -3.4511 1.6858 -5.1800 0.084
```

Results
electronic energy	-191736.66234	eV
gap between HOMO and LUMO (spin up / spin down)	5.5 / 5.5	eV
ΔE to the lowest compared entry with this formula, charge and spin	1.458	eV
E_LUMO (spin up / spin down)	-2.5 / -2.5	eV
charge	+1